1.
This record from OMol25 describes a cluster of 5 separate species, H10O5 in total at a distorted geometry. The level of theory is the ωB97M-V functional and the def2-TZVPD basis.

The geometry in XYZ format:
```
15
H10O5 (the ωB97M-V functional and the def2-TZVPD basis)
O 1.04 -2.07 1.58
H 1.96 -1.88 1.75
H 0.59 -1.78 2.37
O 2.41 -1.33 -1.35
H 1.46 -1.46 -1.40
H 2.68 -1.76 -0.54
O 0.73 1.66 -1.29
H 1.26 2.42 -1.50
H 0.87 1.06 -2.02
O -3.56 1.82 0.90
H -4.11 1.95 0.13
H -2.87 1.24 0.61
O -1.20 0.07 0.35
H -0.64 -0.71 0.38
H -0.62 0.76 0.04
```

As for the total charge: +1. Its spin multiplicity is 2. Its LUMO energy (alpha / beta) is -3.6112 / -11.8124 eV. The relative energy (zero: lowest compared OMol25 entry of this formula, charge and spin) is 133.4 kJ/mol. For the calculated total energy, the calculation gives -381.76818 hartree.



2.
This record from OMol25 describes a cluster of 5 separate species, H10O5 in total at a distorted geometry. The level of theory is the ωB97M-V functional and the def2-TZVPD basis.

The geometry in XYZ format:
```
15
H10O5 (the ωB97M-V functional and the def2-TZVPD basis)
O 0.84 -0.53 1.33
O -5.49 2.17 -11.07
O -2.49 1.28 4.40
O 6.92 -4.42 3.58
O -0.74 1.67 1.59
H 1.25 -1.23 0.80
H -6.35 1.80 -11.41
H -1.64 1.01 4.71
H 7.58 -3.89 3.13
H -0.32 2.53 1.72
H 1.32 -0.64 2.17
H -5.77 2.69 -10.26
H -2.56 1.37 3.45
H 7.38 -4.91 4.27
H 0.07 1.13 1.60
```

As for the total charge: +1. Its spin multiplicity is 2. Its LUMO energy (alpha / beta) is -4.1086 / -11.8600 eV. The relative energy (zero: lowest compared OMol25 entry of this formula, charge and spin) is 180.8 kJ/mol. For the calculated total energy, the calculation gives -381.75010 hartree.



3.
This record from OMol25 describes a cluster of 5 separate species, H11NO4 in total at a distorted geometry. The level of theory is the ωB97M-V functional and the def2-TZVPD basis.

The geometry in XYZ format:
```
16
H11NO4 (the ωB97M-V functional and the def2-TZVPD basis)
N 1.01 1.03 -3.69
H 1.61 1.76 -3.32
H 1.53 0.69 -4.47
H 0.03 1.24 -3.68
O -0.53 0.16 1.93
H -1.32 0.12 2.46
H -0.25 -0.75 2.00
O -0.50 -3.14 1.54
H 0.22 -3.16 0.91
H -1.27 -3.66 1.27
O 0.90 -0.82 -1.29
H 1.57 -0.15 -1.33
H 0.23 -0.48 -1.90
O -0.92 2.73 1.70
H -0.41 1.92 1.72
H -0.37 3.48 1.47
```

Its LUMO energy is 0.6932 eV. Its structure (SMILES) is N.O.O.O.O. The relative energy (zero: lowest compared OMol25 entry of this formula, charge and spin) is 124.4 kJ/mol. For the calculated total energy, the calculation gives -362.29062 hartree.



4.
This record from OMol25 describes a structure of composition H11NaO6. The level of theory is the ωB97M-V functional and the def2-TZVPD basis.

The geometry in XYZ format:
```
18
H11NaO6 (the ωB97M-V functional and the def2-TZVPD basis)
Na 2.11 -4.61 0.81
O -0.01 -1.00 -0.19
H -0.46 -0.83 0.67
O 2.30 2.18 1.77
H 1.89 1.56 1.17
H 2.69 2.85 1.20
O -3.01 1.73 -2.11
H -3.72 1.40 -1.56
H -2.24 1.24 -1.84
O 0.33 0.47 5.70
H 0.45 0.93 4.87
H -0.51 0.78 6.03
O -2.91 -3.33 -2.69
H -3.66 -3.53 -2.13
H -2.33 -2.81 -2.13
O 2.94 1.20 -3.51
H 2.38 0.59 -3.03
H 3.77 1.18 -3.03
```

Its LUMO energy is -2.6401 eV. The relative energy (zero: lowest compared OMol25 entry of this formula, charge and spin) is 431.2 kJ/mol. For the calculated total energy, the calculation gives -620.20597 hartree.